[1]
The following is a DFT calculation (the ωB97M-V functional and the def2-TZVPD basis) of a 2-piece molecular cluster, C3H7O3 overall in a non-equilibrium geometry.

Calculated values
Energy = -9366.7439 eV
Charge = -1
Maximum force = 7.31 eV Å⁻¹
Kohn-Sham gap = 7.750 eV

Structure (XYZ):
```
13
Properties=species:S:1:pos:R:3:forces:R:3
O 0.661 0.270 -1.010 0.9 -0.9 -0.1
O 1.427 -0.881 2.600 2.1 -6.5 2.7
O -0.392 2.017 -0.226 -1.0 1.9 0.7
C 0.443 -1.765 2.010 1.2 1.1 3.5
C -0.837 1.238 -2.481 -3.2 -2.0 1.9
C -0.127 1.232 -1.127 0.7 -1.6 -0.2
H -0.331 -1.073 2.236 -2.3 -0.6 -1.2
H -0.986 2.190 -2.869 0.4 1.8 -1.2
H 0.717 -1.999 1.005 -0.4 -0.4 -0.6
H 1.444 -0.049 2.333 -0.5 5.5 -2.7
H -0.431 0.421 -3.094 -0.3 0.7 -0.1
H -1.992 1.001 -2.189 2.5 0.0 -0.7
H 0.406 -2.603 2.812 -0.1 0.9 -1.9
```
Positions in Å, forces in eV/Å.

***

[2]
The following is a DFT calculation (the ωB97M-V functional and the def2-TZVPD basis) of a 7-piece molecular cluster, C44H71N9O7S overall in a non-equilibrium geometry.

Calculated values
Energy = -85358.3195 eV
Maximum force = 1.99 eV Å⁻¹
Kohn-Sham gap = 7.778 eV
Structure (SMILES) = C=Cc1c(CCCNCc2ccccc2O)cc(CN)c2c1Nc1c(C)cccc1S2.CN(C)C=O.CN(C)C=O.CN(C)C=O.CN(C)C=O.CN(C)C=O.CN(C)C=O

Structure (XYZ):
```
132
Properties=species:S:1:pos:R:3:forces:R:3
S -1.720 -1.956 0.351 0.0 0.1 -0.2
O -7.831 -2.753 3.208 -0.1 0.2 0.0
O 7.018 3.402 0.574 -0.1 0.1 0.0
O -5.526 0.691 -1.359 0.0 0.1 -0.1
O 3.227 -4.872 4.111 0.1 0.0 0.0
O -9.652 2.283 5.389 0.1 0.1 0.0
O 3.057 0.418 -3.345 0.0 0.5 0.0
O 3.149 -1.198 -5.834 0.0 0.2 0.1
N -8.973 -2.176 1.323 0.0 -0.1 -0.1
N 5.388 -5.540 3.892 0.0 -0.1 -0.1
N 0.672 -3.429 -1.991 -0.1 0.5 0.2
N 4.357 -0.748 -7.703 0.1 0.1 0.0
N -5.053 1.470 -3.440 -0.1 0.0 -0.1
N 7.018 4.804 -1.216 0.1 0.0 -0.1
N 3.027 1.547 -0.410 0.4 0.1 -0.2
N -0.735 -1.435 3.036 0.0 -0.2 -0.3
N -7.501 1.591 5.121 0.0 -0.2 -0.1
C -8.834 1.478 4.982 -0.1 0.0 0.0
C 2.292 -1.431 0.091 -0.8 -0.2 -0.1
C 3.069 2.526 -1.507 -0.8 -0.8 0.0
C -9.408 -0.909 1.884 0.2 -0.2 0.2
C -6.968 2.754 5.808 -0.3 0.0 0.0
C -0.298 1.660 -3.989 -0.3 -0.3 -0.5
C -5.784 0.783 -2.545 -0.1 -0.1 0.0
C -9.378 -2.525 -0.023 0.0 0.2 0.2
C -1.665 0.464 4.937 -0.1 0.2 0.4
C 5.886 -4.397 4.639 -0.3 0.0 0.0
C -2.296 0.335 3.579 0.1 0.0 0.1
C 2.664 -1.690 4.624 -0.2 0.0 -0.2
C -2.449 -0.725 1.427 0.9 -0.8 -0.6
C 0.019 -1.672 0.716 -1.6 0.0 0.1
C -0.340 2.742 -3.140 -1.0 0.4 0.0
C 4.059 -5.658 3.701 -0.1 -0.1 -0.1
C -8.203 -2.989 2.074 0.1 -0.1 0.0
C -3.519 0.054 1.043 -0.1 -0.3 -0.6
C 0.650 -1.954 -1.729 0.4 -0.9 0.3
C 5.282 0.129 -8.396 -0.1 -0.2 -0.1
C 0.305 -1.424 2.045 0.2 0.1 0.1
C 6.331 -6.512 3.377 0.0 0.3 0.2
C 1.617 -1.167 2.400 0.4 0.2 0.6
C 4.359 1.032 -0.043 -0.1 0.8 -0.1
C 5.799 5.466 -0.784 0.1 -0.2 0.2
C -1.845 -0.595 2.659 0.5 -0.3 0.7
C -3.858 2.161 -2.984 -0.1 -0.2 0.2
C -6.581 0.590 4.607 -0.1 0.3 0.2
C 0.739 3.052 -2.337 -0.5 0.1 -0.1
C 2.594 -1.158 1.408 1.7 0.0 0.2
C 0.843 0.892 -4.075 0.3 -0.4 -0.2
C 4.065 -0.841 1.720 -1.1 0.5 0.1
C -3.355 1.128 3.175 -0.1 0.6 1.0
C 4.421 0.638 1.437 0.2 -0.4 -0.2
C 3.927 -0.491 -6.461 0.0 0.0 0.0
C 1.932 1.197 -3.273 -0.3 -0.5 -0.5
C 0.979 -1.690 -0.268 0.2 0.5 -1.3
C 7.659 5.235 -2.442 -0.2 0.1 0.2
C 7.515 3.804 -0.459 0.1 -0.1 0.0
C 1.947 -0.900 3.833 0.0 0.3 0.0
C 3.879 -1.946 -8.376 -0.1 0.0 0.2
C -3.959 0.987 1.952 -0.7 0.5 -0.5
C -5.416 1.541 -4.841 0.2 0.1 0.2
C 1.860 2.264 -2.397 1.7 0.6 0.8
H -3.380 2.666 -3.820 -0.1 0.0 0.0
H 1.649 -3.709 -1.964 -0.1 -0.1 0.0
H -7.276 3.662 5.287 0.0 0.1 0.1
H 2.544 1.929 0.392 0.1 0.0 0.0
H -7.362 2.792 6.825 0.1 0.1 0.0
H 6.971 -4.442 4.708 0.0 -0.1 0.0
H -3.163 1.445 -2.544 0.1 0.1 0.0
H 4.154 -2.826 -7.794 -0.1 0.0 -0.1
H 3.005 -0.058 -4.191 0.1 -0.5 0.1
H -1.152 1.390 -4.606 0.1 0.2 0.1
H -2.247 1.143 5.574 0.1 0.0 -0.2
H 4.662 -1.514 1.095 0.2 0.2 0.3
H 8.555 4.647 -2.630 0.0 0.0 0.1
H 7.936 6.288 -2.360 0.1 0.0 -0.1
H 0.676 3.906 -1.668 0.2 -0.1 0.0
H -8.976 -3.498 -0.300 0.0 0.0 0.1
H 1.432 -1.526 -2.364 -0.3 0.2 0.1
H 3.063 3.563 -1.140 0.1 -0.1 -0.2
H -6.667 0.295 -2.991 0.0 0.0 0.0
H 2.792 -1.912 -8.454 0.0 -0.1 0.0
H -10.018 -0.369 1.164 0.0 -0.1 0.0
H 4.315 -2.014 -9.369 0.0 0.1 0.0
H -9.988 -1.094 2.790 0.0 0.1 0.0
H -1.254 3.331 -3.107 0.2 0.0 0.1
H 5.456 -4.399 5.641 0.0 0.1 0.0
H -4.127 2.893 -2.220 0.1 0.0 0.0
H 4.345 0.437 -6.037 0.0 0.0 0.0
H -3.719 1.886 3.868 0.0 -0.1 -0.1
H -5.997 0.181 5.434 0.1 -0.1 -0.1
H 5.952 5.907 0.202 -0.1 0.0 0.0
H -4.785 1.643 1.681 0.1 -0.1 0.0
H 5.546 0.977 -7.767 0.0 0.0 0.0
H 4.220 -1.005 2.787 0.3 -0.3 -0.3
H 6.189 -0.423 -8.648 0.0 0.1 0.0
H 3.971 2.315 -2.091 -0.1 0.3 0.1
H 4.819 0.498 -9.313 0.1 0.1 0.0
H 3.781 -6.555 3.123 0.0 0.0 0.0
H -5.579 2.583 -5.125 0.0 0.0 -0.1
H -5.882 2.701 5.840 0.0 -0.1 0.0
H 6.892 -6.953 4.204 0.1 -0.1 -0.1
H 8.441 3.369 -0.871 0.0 0.0 0.0
H 3.043 -1.425 -0.694 0.0 0.1 0.2
H 4.592 0.204 -0.728 0.0 0.0 0.3
H 2.740 -1.418 5.675 0.3 -0.2 -0.2
H -6.328 0.976 -5.028 0.0 0.0 0.1
H -10.468 -2.562 -0.081 0.0 0.0 -0.1
H -1.061 -2.400 3.111 0.0 0.1 0.1
H -9.006 -1.774 -0.723 0.0 -0.1 -0.1
H 4.992 4.737 -0.713 -0.1 0.1 0.0
H -7.123 -0.219 4.120 0.0 0.0 0.1
H 5.590 -3.474 4.139 0.1 0.0 0.1
H 5.808 -7.304 2.844 0.0 0.0 0.0
H -3.988 -0.072 0.066 0.2 0.2 0.4
H 5.526 6.244 -1.493 0.1 0.0 0.0
H 0.926 0.039 -4.747 -0.2 0.1 0.1
H -0.334 -1.562 -1.996 0.2 0.0 0.0
H 7.026 -6.022 2.692 0.1 -0.1 0.0
H 3.118 -2.613 4.247 -0.3 0.2 0.4
H 5.097 1.825 -0.255 0.1 -0.3 0.3
H -9.135 0.561 4.449 0.1 0.0 0.0
H -7.929 -3.922 1.554 0.0 0.0 0.0
H 1.593 0.050 4.242 -0.2 -0.3 -0.1
H -5.909 1.055 3.887 0.1 -0.2 0.0
H -8.535 -0.310 2.147 -0.1 0.1 0.0
H -0.644 0.857 4.878 -0.1 -0.1 0.0
H 6.970 5.111 -3.280 0.1 0.0 -0.1
H 5.419 0.834 1.850 -0.1 0.0 -0.3
H 3.746 1.315 1.982 0.1 -0.3 0.1
H 0.254 -3.855 -1.166 0.0 -0.2 -0.2
H -1.621 -0.489 5.473 0.1 0.1 -0.3
H -4.610 1.125 -5.450 -0.1 0.0 -0.1
```
Positions in Å, forces in eV/Å.

***

Q: The highest maximum force belongs to which entry?
A: C3H7O3

***

Q: Which formula does entry 1 have?
A: C3H7O3

***

Q: Among the records above, which one has the highest energy?
A: C3H7O3

***

Q: Which formula does entry 1 have?
A: C3H7O3